Molecular formula: C3H4BrClO
Method: DFT, wB97M-V/def2-TZVPD

XYZ file:
```
10
Properties=species:S:1:pos:R:3
C -0.052 -0.828 0.471
C 0.755 -1.221 -0.697
C -0.920 1.710 0.398
O 1.320 -0.894 0.522
Cl 0.808 -2.807 -1.373
Br 0.706 2.507 0.026
H -0.610 -1.459 1.110
H 0.865 -0.535 -1.415
H -1.231 2.087 1.431
H -1.640 1.440 -0.472
```

E_LUMO (alpha / beta) = -0.09 / 0.02 eV
Multiplicity = 1
Max |F| = 3.8 eV/A
E = -3225.95883 Ha
HOMO (alpha / beta) = -8.79 / -8.55 eV
Energy relative to the best compared isomer or geometry (same formula, charge and spin) = 499.5 kJ/mol
Orbital gap (alpha / beta) = 8.70 / 8.57 eV

These are the Mulliken partial charges, in e, on atoms 1 to 2:
1 C -0.282
2 C 0.156